Entry 1:
Formula: C13H42N2O7
Source: OMol25
Level of theory: ωB97M-V with the def2-TZVPD basis set

Results
SMILES: COC[C@H](C)N.COC[C@H](C)N.CO.CO.CO.CO.CO
Lowest unoccupied orbital energy (eV): 0.34
Energy relative to the best compared isomer or geometry (same formula, charge and spin) (eV): 0.000
Highest occupied orbital energy (eV): -8.722

Cartesian coordinates (Å):
C -1.0528 -1.4580 -1.9558
O -2.1017 -2.0554 -2.6927
C -2.5459 -1.2416 -3.7462
C -3.4285 -2.0520 -4.6634
C -3.9853 -1.1703 -5.7731
N -4.5186 -2.6096 -3.8813
H -0.1116 -1.5258 -2.5073
H -0.9639 -1.9845 -1.0057
H -1.2812 -0.4162 -1.6923
H -3.0985 -0.3606 -3.3769
H -1.6913 -0.8356 -4.3159
H -2.7923 -2.8082 -5.1535
H -4.6735 -0.4408 -5.3330
H -4.5706 -1.7837 -6.4557
H -3.1955 -0.6012 -6.2612
H -5.0644 -3.2669 -4.4270
H -4.1357 -3.1365 -3.1030
C 1.9081 0.1874 -3.6397
O 2.5633 -0.1552 -2.4398
C 2.2083 0.6569 -1.3459
C 2.7731 2.0871 -1.4123
C 4.2881 2.0722 -1.5203
N 2.3577 2.8925 -0.2838
H 0.8228 0.2565 -3.4989
H 2.1294 -0.5957 -4.3632
H 2.2717 1.1326 -4.0610
H 1.1105 0.7275 -1.2674
H 2.5918 0.1415 -0.4608
H 2.3618 2.5216 -2.3295
H 4.7201 1.5862 -0.6401
H 4.6465 3.1008 -1.5732
H 4.6367 1.5300 -2.3978
H 1.3463 2.8853 -0.2008
H 2.7308 2.5867 0.6073
C 3.8481 1.4167 3.3783
O 2.6630 1.7655 2.6659
H 3.7025 0.4489 3.8683
H 4.6751 1.3214 2.6788
H 4.0720 2.1272 4.1728
H 2.2500 2.5454 3.0448
C -1.9706 -0.1821 6.0661
O -1.6585 -0.0206 4.6946
H -2.2197 -1.2203 6.3116
H -1.1539 0.1519 6.7095
H -2.8680 0.3997 6.2796
H -1.1050 -0.7676 4.4331
C -1.8940 2.6072 1.3121
O -0.6906 3.0110 0.6653
H -2.3322 1.8362 0.6820
H -1.7059 2.2217 2.3146
H -2.6095 3.4323 1.3552
H -0.4059 3.8577 1.0194
C -0.0377 -0.5563 1.7533
O 1.0328 -0.4679 2.6804
H 0.1302 0.0714 0.8701
H -0.1450 -1.5886 1.4219
H -0.9977 -0.2145 2.1598
H 1.4267 0.4148 2.5989
C 0.1743 -3.4116 3.9640
O 0.4099 -2.2196 4.6942
H 0.9426 -3.5888 3.2058
H 0.1414 -4.2709 4.6321
H -0.7909 -3.3919 3.4352
H 0.8607 -1.5950 4.1036

Entry 2:
Formula: CH2ClN2O3
Source: OMol25
Level of theory: ωB97M-V with the def2-TZVPD basis set

Results
Lowest unoccupied orbital energy (eV): 2.95
Energy relative to the best compared isomer or geometry (same formula, charge and spin) (eV): 2.357
Charge: -1
Highest occupied orbital energy (eV): -4.481

Cartesian coordinates (Å):
C -2.3518 0.3415 0.4776
N 0.3058 -1.1283 -0.8634
N 0.1375 -0.0319 -0.3331
O -2.4872 1.2377 -0.2556
O -2.2040 -0.5024 1.2388
O 1.0582 0.6323 0.2660
Cl 3.9795 0.5481 0.6286
H -0.4742 -1.3701 -1.3783
H 2.0362 0.2731 0.2194

Entry 3:
Formula: C10H24F6N5O8P2S2Ti
Source: OMol25
Level of theory: ωB97M-V with the def2-TZVPD basis set

Results
Lowest unoccupied orbital energy (alpha / beta) (eV): 0.05 / 0.04
Energy relative to the best compared isomer or geometry (same formula, charge and spin) (eV): 0.276
⟨S²⟩: 0.754
Highest occupied orbital energy (alpha / beta) (eV): -6.266 / -9.349
Spin multiplicity: 2

Cartesian coordinates (Å):
Ti -0.7586 0.0468 -2.1408
C 1.4885 3.0942 1.7104
N 0.4828 2.3900 0.9252
C 0.1157 3.0477 -0.3306
P 0.3188 0.7752 1.1039
O -0.6699 0.2306 0.1453
O 1.7633 0.0575 0.8643
P 2.1194 -0.5888 -0.5843
O 1.3892 0.1230 -1.6711
N 3.7261 -0.4340 -0.7945
C 4.6540 -1.0936 0.1160
C 4.2596 0.7552 -1.4561
N 1.7648 -2.1658 -0.4039
C 1.7610 -2.9477 -1.6488
C 0.9443 -2.7326 0.6602
N 0.0900 0.4889 2.6910
C 0.8927 -0.3482 3.5657
C -1.1740 0.9496 3.2659
H 1.1317 4.0985 1.9418
H 2.4328 3.1791 1.1629
H 1.6684 2.5651 2.6452
H -0.0898 4.0974 -0.1189
H -0.7890 2.6026 -0.7364
H 0.9189 2.9889 -1.0711
H 4.2042 -2.0045 0.5055
H 4.9261 -0.4398 0.9509
H 5.5619 -1.3575 -0.4278
H 3.5264 1.1411 -2.1584
H 5.1623 0.4781 -2.0015
H 4.5184 1.5304 -0.7275
H 2.3465 -2.4417 -2.4146
H 0.7415 -3.0646 -2.0254
H 2.1950 -3.9303 -1.4604
H 1.1467 -2.2331 1.6033
H 1.2042 -3.7862 0.7687
H -0.1224 -2.6553 0.4308
H 1.8580 -0.5563 3.1135
H 0.3868 -1.2931 3.7842
H 1.0609 0.1739 4.5107
H -1.7030 1.5841 2.5570
H -0.9802 1.5233 4.1747
H -1.8156 0.0999 3.5089
F -4.0504 -2.0284 0.4251
C -4.3086 -2.6072 -0.7483
F -3.7658 -3.8265 -0.7504
F -5.6228 -2.7209 -0.8943
S -3.5752 -1.6377 -2.1275
O -2.1669 -1.5714 -1.7358
O -3.8842 -2.3387 -3.3252
N -4.3383 -0.2963 -1.9155
S -3.8555 1.1602 -2.1847
O -2.4622 1.3834 -1.7954
O -4.2953 1.7426 -3.4042
C -4.7615 2.0157 -0.8327
F -4.4705 3.3170 -0.8849
F -4.3857 1.5438 0.3576
F -6.0731 1.8618 -0.9629
O -0.6421 0.0547 -3.7546

Entry 4:
Formula: C13H13N
Source: OMol25
Level of theory: ωB97M-V with the def2-TZVPD basis set

Results
SMILES: CC/C=C/c1ccc2ccccc2n1
Lowest unoccupied orbital energy (eV): 0.05
Energy relative to the best compared isomer or geometry (same formula, charge and spin) (eV): 3.464
Highest occupied orbital energy (eV): -8.627

Cartesian coordinates (Å):
C -5.1611 -0.0360 0.8666
C -4.2662 -0.3886 -0.3989
C -2.7286 -0.0263 -0.1822
C -1.6025 -0.7470 -0.3170
C -0.1233 -0.2118 -0.3041
C 0.0806 1.1804 -0.5684
C 1.3722 1.6650 -0.3214
C 2.5326 0.6887 -0.0234
C 3.9152 1.1167 0.3209
C 4.8952 0.2133 0.2785
C 4.5527 -1.1944 0.2375
C 3.2765 -1.6232 0.0017
C 2.2005 -0.6220 -0.2126
N 0.9190 -1.0365 -0.1881
H -4.8150 1.0887 1.0265
H -6.1379 -0.2426 0.8171
H -4.7312 -0.4117 1.7479
H -4.6095 -1.5524 -0.8099
H -4.5831 0.2738 -1.3196
H -2.9168 1.0884 0.3687
H -1.6106 -1.7769 -0.5725
H -0.8084 1.7198 -0.3317
H 1.6510 2.6356 -0.5555
H 4.0382 2.1593 0.3571
H 5.8999 0.6399 0.3141
H 5.5352 -1.8206 -0.0217
H 3.2255 -2.7797 -0.2098